# 1
ORCA calculation (ωB97M-V with the def2-TZVPD basis set) on a single C6H12O molecule.

```
19
Properties=species:S:1:pos:R:3:mulliken_charge:R:1
C 2.4971 0.2117 0.6676 -1.193
C 1.5474 -0.3750 -0.3880 -0.386
C 0.3011 0.4219 -0.5826 -0.170
C -0.8847 0.0702 -1.4019 -0.741
C -1.1251 0.1184 0.0750 0.498
C -2.2744 -0.8168 0.5962 -1.200
O -1.3524 1.3990 0.6564 -0.570
H 3.2840 -0.5151 0.8910 0.345
H 1.9892 0.4452 1.6127 0.307
H 2.9884 1.1314 0.3232 0.316
H 1.2156 -1.3645 -0.0717 0.319
H 2.0880 -0.4618 -1.3368 0.267
H 0.5058 1.5050 -0.6586 0.353
H -0.8176 -0.9353 -1.8191 0.267
H -1.4052 0.7934 -2.0153 0.292
H -3.1728 -0.5194 0.0162 0.304
H -2.5394 -0.6128 1.6405 0.345
H -2.1940 -1.9010 0.4682 0.298
H -0.6511 1.4056 1.3272 0.349
```

- LUMO level (eV) = 1.02
- ΔE to the lowest compared entry with this formula, charge and spin (kJ/mol) = 264.4
- largest force on an atom (eV/A) = 1.142
- electronic energy (hartree) = -310.95856
- SMILES = CC[C@H]1C[C@]1(C)O
- highest occupied orbital energy (eV) = -8.9225
- HOMO-LUMO gap (eV) = 9.947

# 2
ORCA calculation (ωB97M-V with the def2-TZVPD basis set) on a single C6H12O molecule.

```
19
Properties=species:S:1:pos:R:3:mulliken_charge:R:1
C 1.9455 -0.7993 -0.1149 -0.971
C 1.5141 0.8016 -0.4876 -0.734
C 0.1151 0.9511 0.0953 0.224
C -1.0600 0.8238 -0.8833 -0.797
C -2.0109 -0.0932 -0.1063 -0.577
C -1.0357 -1.0426 0.5640 -0.443
O -0.0155 -0.1775 0.9817 -0.449
H 2.8914 -0.7121 0.4025 0.330
H 1.4235 -1.5760 0.5132 0.332
H 2.0181 -1.2889 -1.0771 0.276
H 2.2036 1.5748 -0.0764 0.282
H 1.5315 1.0062 -1.5828 0.301
H -0.0055 1.8152 0.7578 0.379
H -1.5143 1.7829 -1.1547 0.346
H -0.7254 0.3451 -1.8133 0.312
H -2.7531 -0.5914 -0.7277 0.353
H -2.5153 0.4800 0.6791 0.272
H -1.4036 -1.5319 1.4697 0.278
H -0.7049 -1.8381 -0.1392 0.286
```

- LUMO level (eV) = 1.12
- ΔE to the lowest compared entry with this formula, charge and spin (kJ/mol) = 192.4
- largest force on an atom (eV/A) = 1.837
- electronic energy (hartree) = -310.98600
- SMILES = CC[C@H]1CCCO1
- highest occupied orbital energy (eV) = -9.2398
- HOMO-LUMO gap (eV) = 10.358

# 3
ORCA calculation (ωB97M-V with the def2-TZVPD basis set) on a single C6H12O molecule.

```
19
Properties=species:S:1:pos:R:3:mulliken_charge:R:1
C 0.3074 0.1134 1.5620 -0.905
C -0.8477 0.1672 0.9064 0.832
C -1.7303 1.3811 0.9065 -1.269
C -1.0628 -0.8549 -0.1692 -0.868
C -0.1266 -0.3926 -1.3329 -0.457
O 1.0565 0.2728 -0.9129 -0.317
C 2.2557 -0.4629 -0.7765 -0.810
H 0.9508 -0.7603 1.4756 0.316
H 0.7290 0.9692 2.0787 0.231
H -1.2976 2.1720 1.5229 0.353
H -2.7279 1.1515 1.2974 0.305
H -1.8700 1.7829 -0.1064 0.295
H -0.8249 -1.8708 0.1617 0.319
H -2.1051 -0.8832 -0.5155 0.370
H 0.1390 -1.2243 -1.9917 0.350
H -0.6691 0.3599 -1.9142 0.322
H 2.1514 -1.4348 -0.2520 0.355
H 2.9521 0.1444 -0.1748 0.255
H 2.7201 -0.6308 -1.7651 0.323
```

- LUMO level (eV) = 1.05
- ΔE to the lowest compared entry with this formula, charge and spin (kJ/mol) = 187.6
- largest force on an atom (eV/A) = 0.516
- electronic energy (hartree) = -310.98781
- SMILES = C=C(C)CCOC
- highest occupied orbital energy (eV) = -8.7804
- HOMO-LUMO gap (eV) = 9.833

Copy entry 2 word for word.
ORCA calculation (ωB97M-V with the def2-TZVPD basis set) on a single C6H12O molecule.

```
19
Properties=species:S:1:pos:R:3:mulliken_charge:R:1
C 1.9455 -0.7993 -0.1149 -0.971
C 1.5141 0.8016 -0.4876 -0.734
C 0.1151 0.9511 0.0953 0.224
C -1.0600 0.8238 -0.8833 -0.797
C -2.0109 -0.0932 -0.1063 -0.577
C -1.0357 -1.0426 0.5640 -0.443
O -0.0155 -0.1775 0.9817 -0.449
H 2.8914 -0.7121 0.4025 0.330
H 1.4235 -1.5760 0.5132 0.332
H 2.0181 -1.2889 -1.0771 0.276
H 2.2036 1.5748 -0.0764 0.282
H 1.5315 1.0062 -1.5828 0.301
H -0.0055 1.8152 0.7578 0.379
H -1.5143 1.7829 -1.1547 0.346
H -0.7254 0.3451 -1.8133 0.312
H -2.7531 -0.5914 -0.7277 0.353
H -2.5153 0.4800 0.6791 0.272
H -1.4036 -1.5319 1.4697 0.278
H -0.7049 -1.8381 -0.1392 0.286
```

- LUMO level (eV) = 1.12
- ΔE to the lowest compared entry with this formula, charge and spin (kJ/mol) = 192.4
- largest force on an atom (eV/A) = 1.837
- electronic energy (hartree) = -310.98600
- SMILES = CC[C@H]1CCCO1
- highest occupied orbital energy (eV) = -9.2398
- HOMO-LUMO gap (eV) = 10.358